No. 1
{
  "formula": "C31H23AlBrN3O2S6",
  "method": "ωB97M-V/def2-TZVPD",
  "charge": 0,
  "relative_energy_kj_mol": 236.0,
  "fmax_ha_per_bohr": 0.048,
  "lumo_energy_ev": -1.697,
  "symbols": ["Al", "N", "C", "C", "C", "C", "C", "N", "C", "C", "C", "C", "C", "N", "H", "H", "H", "H", "H", "H", "H", "H", "H", "Br", "C", "C", "C", "C", "C", "C", "C", "C", "C", "C", "H", "H", "H", "H", "H", "H", "C", "S", "C", "C", "S", "S", "C", "S", "S", "H", "H", "H", "O", "C", "O", "C", "C", "C", "C", "S", "C", "C", "H", "H", "H", "H", "H"],
  "positions_angstrom": [[-1.1008, 0.3815, -0.5184], [-3.1760, 2.9486, -0.1013], [-2.1009, 2.9014, 0.7382], [-2.0145, 3.8175, 1.8352], [-1.0630, 3.6485, 2.7692], [-0.1677, 2.4520, 2.7609], [-0.0798, 1.7807, 1.3772], [-1.1790, 2.0112, 0.4821], [-3.5098, 2.0459, -1.0767], [-4.3567, 2.4995, -2.0989], [-4.8226, 1.6298, -3.0540], [-4.4999, 0.2723, -2.9129], [-3.6428, -0.0945, -1.9140], [-3.0654, 0.7576, -1.0384], [-3.7910, 3.7444, -0.0065], [-2.7239, 4.6261, 1.8850], [-0.9641, 4.3149, 3.6093], [0.8437, 2.7472, 3.0636], [0.8485, 2.0831, 0.8791], [-4.6094, 3.5499, -2.1304], [-5.4213, 1.9762, -3.8794], [-4.9068, -0.4702, -3.5790], [-3.3861, -1.1339, -1.7881], [-0.9460, -2.0379, -1.3525], [-0.6399, -1.4413, -3.1735], [-0.6218, -2.3775, -4.1683], [-0.3789, -1.9714, -5.4883], [-0.1434, -0.6546, -5.7665], [-0.1384, 0.3158, -4.7407], [0.1749, 1.6682, -4.9945], [0.2193, 2.5721, -3.9692], [-0.0909, 2.1803, -2.6613], [-0.4027, 0.8763, -2.3368], [-0.4016, -0.0711, -3.3938], [-0.7746, -3.4198, -3.9429], [-0.3677, -2.7160, -6.2696], [0.0638, -0.3403, -6.7796], [0.4014, 1.9729, -6.0046], [0.5003, 3.5988, -4.1626], [-0.0693, 2.9301, -1.8799], [2.6596, 0.0448, 4.9430], [1.7156, 1.5866, 5.1531], [0.0940, 1.0063, 4.7993], [-0.6622, 1.4829, 3.7965], [-0.0642, -0.0521, 1.4517], [-2.2848, 0.8488, 3.6784], [-2.1757, -0.2578, 5.0300], [-3.4121, -1.1916, 5.5260], [-0.6236, -0.2154, 5.8306], [3.6916, 0.2992, 5.1675], [2.5603, -0.2969, 3.9153], [2.2881, -0.6966, 5.6451], [5.7104, -5.7830, 2.2557], [4.4307, -5.3801, 2.4490], [3.6757, -6.0744, 3.0798], [4.0409, -4.0992, 1.8265], [4.9606, -3.1620, 1.3447], [4.5309, -2.0372, 0.6816], [3.1659, -1.8049, 0.4641], [2.6580, -0.4436, -0.4516], [2.2422, -2.7054, 1.0119], [2.6764, -3.8217, 1.6835], [6.1988, -5.1661, 1.6957], [6.0259, -3.2883, 1.5014], [5.2489, -1.3240, 0.3069], [1.1845, -2.5137, 0.8993], [1.9705, -4.5285, 2.0948]],
  "forces_ev_per_a": [[0.9, 0.0, -0.3], [0.0, 0.7, 0.5], [1.5, -1.8, -0.9], [0.5, 0.6, 1.0], [-0.5, -0.1, -0.7], [0.0, -0.1, -0.1], [0.9, -0.4, 0.5], [-1.7, 1.8, 0.2], [-0.1, -1.1, -0.8], [0.1, 0.0, 0.2], [0.3, -0.6, 0.4], [-0.3, 0.6, -0.2], [0.0, -0.1, 0.1], [-0.6, 0.7, -0.1], [0.1, -0.1, -0.1], [-0.1, 0.2, 0.1], [-0.1, 0.2, 0.1], [-0.2, -0.1, -0.1], [0.0, 0.1, 0.0], [0.0, 0.0, 0.0], [-0.1, 0.1, -0.1], [0.0, -0.1, -0.1], [0.2, 0.0, 0.0], [0.1, -0.2, -0.5], [0.0, -0.5, -0.2], [-0.1, 0.0, 0.6], [0.1, 0.3, -0.2], [0.0, -0.2, 0.0], [0.0, -0.1, 0.3], [0.0, 0.2, 0.2], [0.1, 0.1, -0.5], [-0.2, -0.5, 0.5], [-0.3, 0.1, 0.4], [0.1, 0.2, 0.0], [0.0, -0.1, 0.0], [0.0, 0.0, -0.1], [0.0, 0.0, -0.1], [0.0, 0.0, -0.1], [0.0, 0.0, -0.1], [0.0, 0.1, 0.1], [-0.3, 0.2, -0.1], [0.0, -0.2, 0.2], [0.1, 0.1, 0.1], [0.0, 0.0, 0.5], [-0.4, -0.1, -0.5], [0.1, -0.1, 0.6], [0.1, 0.2, 0.0], [-0.1, -0.1, 0.0], [-0.3, 0.3, -0.4], [0.0, -0.1, 0.0], [0.1, -0.1, 0.0], [0.1, -0.1, 0.0], [0.3, -0.3, 0.2], [-0.3, 0.3, -0.1], [0.2, -0.2, 0.0], [0.0, 0.0, 0.0], [-0.1, -0.1, 0.0], [0.3, -0.2, 0.2], [-0.3, 0.7, -0.3], [0.0, 0.5, -0.6], [0.2, -0.3, 0.2], [0.1, -0.3, 0.1], [-0.3, 0.0, 0.0], [0.1, 0.0, 0.0], [0.0, 0.1, -0.1], [0.0, 0.0, -0.1], [0.0, -0.1, 0.0]],
  "mulliken_charge": [-0.56, 0.03, 0.65, -0.82, -1.21, 0.09, -0.76, 0.38, 0.51, -0.78, -0.43, -0.88, -0.31, 0.56, 0.29, 0.49, 0.47, 0.72, 0.43, 0.38, 0.46, 0.45, 0.68, -0.04, 0.61, -0.75, -0.62, -0.89, 0.83, -0.79, -1.14, -0.11, 0.87, -0.31, 0.47, 0.41, 0.40, 0.40, 0.43, 0.41, -0.70, -0.13, 0.56, -0.45, -0.17, 0.06, 0.16, -0.22, -0.16, 0.37, 0.17, 0.30, -0.49, 0.66, -0.59, 0.73, -0.74, -1.04, 0.45, -0.29, -0.22, -0.79, 0.29, 0.23, 0.40, 0.17, 0.44]
}


No. 2
{
  "formula": "C31H23Cl2IO4PRh",
  "method": "ωB97M-V/def2-TZVPD",
  "charge": 2,
  "relative_energy_kj_mol": 74.9,
  "fmax_ha_per_bohr": 0.053,
  "lumo_energy_ev": [-8.272, -8.271],
  "symbols": ["Rh", "I", "C", "C", "C", "C", "C", "C", "C", "C", "C", "P", "C", "C", "C", "C", "C", "C", "C", "C", "C", "C", "C", "C", "C", "H", "H", "H", "H", "H", "H", "H", "H", "H", "H", "H", "H", "H", "H", "H", "H", "O", "C", "O", "C", "C", "C", "C", "O", "C", "O", "C", "C", "H", "H", "H", "H", "H", "Cl", "C", "Cl", "H", "H"],
  "positions_angstrom": [[-0.3080, -1.5714, -0.8568], [-2.9564, -1.4304, -1.3794], [-3.7597, 0.5431, -1.2727], [-5.1166, 0.4884, -1.0933], [-5.8828, 1.6597, -1.0815], [-5.2612, 2.8538, -1.2965], [-3.8622, 2.9280, -1.4831], [-3.2819, 4.1925, -1.7179], [-1.9338, 4.3335, -1.8801], [-1.1203, 3.2055, -1.7626], [-1.6361, 1.9430, -1.5418], [-0.2605, 0.7581, -1.3083], [0.7316, 0.8355, -2.8037], [2.0387, 0.3322, -2.7232], [2.8350, 0.3102, -3.8529], [2.3222, 0.7511, -5.0681], [1.0150, 1.2131, -5.1567], [0.2100, 1.2487, -4.0300], [0.6900, 1.4727, 0.0505], [0.1954, 1.2386, 1.3369], [0.8645, 1.7479, 2.4347], [2.0243, 2.4908, 2.2520], [2.5131, 2.7263, 0.9744], [1.8582, 2.2093, -0.1312], [-3.0427, 1.7510, -1.4340], [-5.6099, -0.4685, -0.9744], [-6.9497, 1.6012, -0.9212], [-5.8339, 3.7714, -1.3260], [-3.9362, 5.0535, -1.7631], [-1.4906, 5.3000, -2.0736], [-0.0483, 3.3336, -1.8447], [2.4176, -0.0300, -1.7729], [3.8527, -0.0513, -3.7916], [2.9438, 0.7245, -5.9532], [0.6233, 1.5492, -6.1072], [-0.8094, 1.6053, -4.1007], [-0.7150, 0.6622, 1.4705], [0.4873, 1.5669, 3.4322], [2.5481, 2.8907, 3.1097], [3.4083, 3.3174, 0.8363], [2.2464, 2.3916, -1.1246], [1.4507, -1.6550, 0.6038], [0.6747, -2.0658, 1.5090], [-0.5746, -2.1410, 1.2428], [1.1741, -2.4609, 2.8335], [2.4045, -1.9601, 3.2576], [2.9382, -2.3231, 4.4853], [2.2009, -3.2060, 5.2473], [2.4941, -3.7205, 6.4522], [1.4193, -4.5803, 6.8256], [0.4707, -4.5456, 5.7647], [0.9589, -3.7086, 4.8213], [0.4168, -3.3435, 3.6188], [2.9386, -1.2784, 2.6093], [3.8849, -1.9378, 4.8356], [0.9624, -4.2244, 7.7517], [1.7876, -5.5979, 6.9717], [-0.5415, -3.7143, 3.2829], [0.1987, -2.2596, -3.4129], [0.6492, -3.9259, -2.9875], [0.3337, -4.1207, -1.2548], [1.7083, -4.0580, -3.1756], [0.0397, -4.6211, -3.5526]],
  "forces_ev_per_a": [[-0.2, 0.0, 1.7], [0.7, 0.1, -0.1], [0.0, -0.2, 0.2], [0.3, -0.4, 0.0], [0.0, 0.3, -0.1], [-0.1, -0.1, 0.0], [0.0, -0.2, 0.0], [0.2, 0.1, 0.0], [-0.2, 0.1, 0.0], [0.1, -0.3, 0.0], [0.0, -0.5, 0.0], [0.4, 0.2, 0.7], [0.0, -0.6, 0.2], [0.0, 0.1, 0.1], [0.0, 0.0, 0.0], [0.0, 0.0, 0.0], [0.0, 0.0, -0.1], [-0.1, 0.0, 0.0], [-0.1, -0.5, 0.1], [0.0, 0.1, -0.1], [0.0, 0.0, 0.0], [0.0, 0.0, 0.0], [0.1, 0.0, 0.1], [-0.1, 0.0, -0.1], [0.0, 0.2, 0.0], [0.0, 0.0, 0.0], [0.0, 0.0, 0.0], [0.0, 0.0, 0.0], [0.0, 0.0, 0.0], [0.0, 0.0, 0.0], [0.0, 0.1, 0.0], [0.1, 0.0, 0.0], [0.0, 0.0, 0.0], [0.0, 0.0, 0.0], [0.0, 0.0, 0.0], [0.0, 0.0, 0.0], [0.0, 0.0, 0.1], [0.0, 0.0, 0.0], [0.0, 0.0, 0.0], [0.0, 0.0, 0.0], [0.0, 0.0, 0.0], [-0.5, 0.3, -1.6], [1.0, -0.1, 1.0], [-0.8, 1.1, -2.4], [0.0, 0.3, -0.5], [-0.2, 0.0, -0.3], [0.1, -0.1, 0.3], [-0.5, -0.1, -0.3], [0.3, 0.2, 0.0], [-0.1, -0.2, 0.4], [-0.3, -0.1, -0.1], [0.5, 0.3, -0.1], [-0.2, -0.2, 0.3], [0.0, 0.0, 0.0], [0.0, 0.0, 0.0], [0.0, 0.1, -0.1], [0.0, 0.1, -0.2], [0.0, 0.0, 0.0], [-0.1, 0.4, 0.2], [0.0, -0.1, 0.1], [-0.1, -0.3, 0.3], [0.0, 0.0, 0.0], [-0.1, 0.0, 0.0]],
  "mulliken_charge": [-0.03, 0.30, -0.05, -0.67, -0.93, -0.91, 0.84, -0.74, -1.26, -0.72, 1.09, 1.52, 0.37, -0.40, -0.91, -0.55, -0.79, -0.49, 1.48, -1.12, -0.61, -0.66, -0.80, -0.32, 0.95, 0.41, 0.42, 0.43, 0.44, 0.46, 0.39, 0.59, 0.49, 0.45, 0.47, 0.48, 0.34, 0.50, 0.46, 0.47, 0.45, -0.76, 1.45, -0.84, 0.12, -0.64, -1.08, 0.98, -0.46, -0.23, -0.48, 0.75, -0.96, 0.50, 0.46, 0.26, 0.27, 0.52, -0.03, -0.37, -0.04, 0.34, 0.39]
}